1.
9
Properties=species:S:1:pos:R:3:forces:R:3 method="wB97M-V/def2-TZVPD" e_above_lowest_kcal_mol=179.8 orbital_gap_ev="8.01 / 8.02" energy_ha=-474.4656 homo_ev="-9.787 / -9.791" multiplicity=1 total_charge=0
C -0.473129 -0.645398 1.837554 1.9041 0.1161 -3.6989
C -0.131942 0.403290 -0.144361 0.3023 -1.9623 2.7382
C 0.634936 -0.705690 0.028084 -0.1319 0.1096 -2.2564
N 0.300333 -1.354874 1.207616 -0.3406 -0.1789 2.3881
N -0.236541 1.154046 -1.310593 -0.0231 1.0232 -0.8476
O -1.342626 1.592156 -1.579519 0.1315 -0.1105 -0.0690
O 0.783697 1.357644 -1.946328 0.0069 -0.0433 -0.1962
F 1.460220 -1.381553 -0.800750 -0.8528 0.8894 0.7957
H -0.994948 -0.419622 2.708297 -0.9963 0.1567 1.1463

2.
54
Properties=species:S:1:pos:R:3:forces:R:3 method="wB97M-V/def2-TZVPD" e_above_lowest_kcal_mol=10.3 orbital_gap_ev=9.13 energy_ha=-1624.4933 homo_ev=-8.659 multiplicity=1 total_charge=0
C 2.817971 1.446252 1.170561 0.0237 -0.0704 -0.0481
C 2.654571 0.105469 1.818882 -0.0742 -0.0680 0.0626
C 3.689751 -0.451902 2.561908 0.0688 -0.0362 0.0408
C 3.536934 -1.694713 3.142433 0.0610 0.0898 -0.0307
C 2.356934 -2.405817 2.999628 -0.2616 -0.2613 0.0055
C 1.318138 -1.860030 2.256267 0.1407 0.1812 -0.0047
O 0.106175 -2.458061 2.058771 0.0912 0.1253 0.0190
C -0.083636 -3.772732 2.535958 -0.2032 -0.2968 0.3083
C -1.428562 -4.261656 2.008713 0.4145 0.1633 -0.0859
C -1.375990 -4.505144 0.498583 0.1021 0.0033 0.1024
C -0.886246 -3.303053 -0.300263 -0.3146 -0.4571 0.1025
O 0.112789 -3.336369 -0.977217 0.2444 0.0457 -0.1664
N -1.736182 -2.234241 -0.218603 -0.4160 0.1378 0.1378
C -1.693396 -1.025590 -0.902496 0.0409 0.2635 -0.2112
C -0.765050 -0.759012 -1.910053 0.1704 -0.0719 -0.0298
C -0.839206 0.428206 -2.615495 -0.0493 0.0042 0.0008
C -1.816232 1.357370 -2.310953 -0.1068 0.6496 -0.4525
S -1.965398 2.866189 -3.275122 -0.0758 0.2109 -0.1391
O -3.293474 3.370941 -3.084044 0.0382 -0.0798 0.3600
O -1.505034 2.594977 -4.604475 0.3035 -0.1788 0.1341
N -0.930619 4.012272 -2.637527 -0.8112 -0.5731 -0.6668
C -1.158396 4.356988 -1.252989 -0.2150 0.1225 0.6079
C -0.178817 3.495092 -0.436104 -0.0069 0.0692 0.0824
C 0.934935 3.126009 -1.433158 0.0833 0.0506 -0.0267
C 0.482980 3.741372 -2.771496 0.6056 -0.1881 -0.1819
C -2.728307 1.115230 -1.300364 -0.1030 -0.0353 0.0899
C -2.668037 -0.071028 -0.596932 0.1138 0.0213 -0.0291
C 1.476729 -0.605944 1.670350 -0.0474 -0.1651 0.0590
H 3.177728 1.321551 0.149230 0.0191 0.0765 -0.0906
H 3.541760 2.051018 1.711656 0.0280 0.0897 0.0075
H 1.869201 1.974729 1.132031 -0.0584 0.1040 -0.0298
H 4.614619 0.091835 2.684348 0.0945 0.0715 0.0184
H 4.342663 -2.122801 3.720484 0.0600 -0.0356 0.0486
H 2.262591 -3.370536 3.472066 -0.0455 -0.0861 0.0270
H 0.718362 -4.430058 2.176093 -0.0167 0.0553 0.0482
H -0.083665 -3.779582 3.635518 0.0754 -0.0100 -0.1375
H -2.186908 -3.517677 2.260643 -0.0679 -0.0357 0.1070
H -1.689565 -5.193427 2.512741 -0.0440 0.0485 0.0249
H -0.689693 -5.326703 0.287341 -0.0436 0.0845 -0.0657
H -2.367665 -4.783895 0.134340 0.0230 -0.0329 -0.0462
H -2.492697 -2.311602 0.446470 0.1553 -0.0605 -0.1027
H -0.010123 -1.491588 -2.141391 0.0031 -0.0072 -0.0262
H -0.160390 0.627990 -3.429291 0.1231 -0.0544 -0.1034
H -0.936140 5.420765 -1.124943 -0.0801 -0.0633 -0.0095
H -2.206306 4.186346 -1.014926 0.0052 0.1564 0.1547
H -0.677555 2.598583 -0.067427 0.0308 0.0302 0.0443
H 0.204775 4.048493 0.419465 -0.0217 -0.0357 0.0636
H 1.032037 2.044491 -1.517837 0.0747 0.0292 0.0279
H 1.898287 3.532276 -1.130371 0.0570 -0.0679 0.0002
H 0.994806 4.691404 -2.952884 -0.0356 -0.0868 -0.0383
H 0.633682 3.094577 -3.633336 0.2018 0.0920 -0.0183
H -3.493387 1.848567 -1.100938 -0.1343 0.0283 0.0717
H -3.389208 -0.272796 0.182627 -0.0845 -0.0184 0.0709
H 0.657467 -0.203035 1.093526 -0.1359 0.0721 -0.0867

3.
19
Properties=species:S:1:pos:R:3:forces:R:3 method="wB97M-V/def2-TZVPD" e_above_lowest_kcal_mol=37.5 orbital_gap_ev=10.77 energy_ha=-385.2619 homo_ev=-10.147 multiplicity=1 total_charge=0
O -0.488796 2.124702 1.325451 2.2939 0.3429 3.2886
C -0.382526 0.720763 1.362811 -0.4291 -2.6232 -1.2972
C 0.144694 0.175513 -0.034549 0.4669 0.3842 0.7419
C 0.841614 -1.185307 0.151872 0.2551 0.2181 2.5997
C 1.223373 -1.888757 -1.066178 0.4818 0.1088 -2.0651
O 0.011604 -2.107646 -1.729148 -1.3829 -0.1516 -1.9490
H -0.676636 2.407292 2.244831 0.0213 0.1247 -0.8788
H -1.405086 0.320173 1.501911 0.4240 -0.0452 0.1014
H 0.254804 0.302743 2.165631 -0.0747 0.6732 -0.3066
H -0.643796 0.072403 -0.804668 0.1773 0.3299 0.8713
H 0.851393 0.955002 -0.378678 -0.0770 -0.4331 -0.0633
H 1.720263 -1.109457 0.820951 -0.3873 0.1979 -0.0310
H 0.122514 -1.885567 0.618751 0.2319 0.4393 0.2367
H 1.876653 -1.278957 -1.719488 0.1238 -0.2174 0.3082
H 1.682203 -2.891917 -0.973438 -0.1020 0.6428 0.4814
H -0.288466 -1.291657 -2.181387 0.3843 -0.8673 0.4441
O -2.009395 2.125532 -0.398788 -0.5822 0.1771 -2.4709
H -1.502136 2.312062 -1.221068 -0.7611 -0.1383 0.8497
H -1.332276 2.123082 0.315181 -1.0642 0.8371 -0.8612

4.
21
Properties=species:S:1:pos:R:3:forces:R:3 method="wB97M-V/def2-TZVPD" e_above_lowest_kcal_mol=175.4 orbital_gap_ev=9.76 energy_ha=-366.1543 homo_ev=-9.211 multiplicity=1 total_charge=0
C -0.517362 -0.415791 -0.246345 -3.3844 -0.9844 4.5382
C 0.823510 1.476864 0.501219 -0.8879 -2.4786 0.6835
C 1.442334 -0.124120 -1.468680 1.7730 -0.7815 -1.8176
C 1.563381 -1.058895 0.910921 0.9920 -0.0751 -0.0545
C -2.814621 0.322028 0.206365 -2.8578 -1.8168 -2.7811
C 0.894251 -0.066337 -0.054401 0.9535 3.0209 0.9754
N -1.558095 0.526527 -0.367283 1.5152 1.1968 0.0506
O -1.223302 -0.466267 -1.358803 -0.1706 -1.5785 -2.1384
H -1.280701 -1.481036 1.143417 1.7281 1.4504 -2.4448
H 0.204970 1.377821 1.423490 -0.1879 0.2962 -0.7278
H 0.269596 1.992520 -0.298220 0.7043 0.5078 0.7700
H 1.728332 1.884396 0.955864 0.3864 0.0028 -1.0611
H 1.184570 0.640762 -2.307604 -0.1312 -1.0604 2.0520
H 2.569150 -0.155276 -1.457275 -1.0243 -0.0204 0.0562
H 1.083362 -1.127317 -1.812682 0.6695 0.7280 -0.3758
H 1.042222 -1.205385 1.873595 0.0883 0.6534 -0.4430
H 2.690480 -0.895119 1.118007 -1.8883 -0.1630 -0.6539
H 1.362978 -1.990022 0.390710 0.7065 -0.6501 0.1439
H -3.063050 -0.730991 0.501643 0.5764 0.5976 -0.0938
H -2.845587 0.951786 1.047286 -0.6369 1.0419 0.9164
H -3.556419 0.543849 -0.701229 1.0761 0.1131 2.4057

5.
24
Properties=species:S:1:pos:R:3:forces:R:3 method="wB97M-V/def2-TZVPD" e_above_lowest_kcal_mol=0.0 orbital_gap_ev=8.48 energy_ha=-723.5955 homo_ev=-8.622 multiplicity=1 total_charge=0
C -0.115047 2.662872 0.436492 -0.1441 -0.1038 0.8541
C 0.158859 1.407164 -0.443729 -0.4018 1.8547 -1.7301
C 1.665508 1.293720 -0.578762 1.2222 -2.1510 0.4763
C -0.537026 0.087416 -0.188749 0.4847 0.1479 1.0697
I -2.700259 0.505719 0.126593 0.1860 0.0462 0.0856
C -0.507745 -0.790652 -1.369463 -0.4549 -1.4695 1.2111
C -0.717382 -2.112466 -1.279544 0.2446 -1.0567 -2.1966
C -0.949300 -2.728371 0.010492 -1.5396 -1.7345 -0.7406
C -0.788285 -1.984764 1.096747 0.3595 -2.0242 2.1456
C -0.090814 -0.675771 1.060919 -0.1638 0.2093 2.6133
O 1.352185 -0.828350 1.194138 0.4665 -0.8638 -0.1470
H -0.973384 3.281152 0.151742 0.1484 -0.3065 -0.2487
H 0.772225 3.327376 0.528985 -0.4985 -0.5061 -0.5052
H -0.315541 2.379026 1.479306 0.0106 -0.1830 -0.1360
H -0.189537 1.646287 -1.505955 0.2087 0.0095 1.3097
H 2.224018 1.663708 0.288799 -0.3298 -0.0715 -0.0298
H 1.954741 1.874481 -1.422818 0.4914 0.4142 -0.6749
H 2.022438 0.218687 -0.686896 -0.4780 1.4262 -0.2536
H -0.444694 -0.321235 -2.285141 0.2560 0.8855 -1.9471
H -0.769028 -2.773887 -2.243624 0.1385 1.4213 1.9562
H -1.447060 -3.780468 0.008384 1.1664 1.9813 0.2804
H -0.941286 -2.475114 2.107380 0.0344 0.8287 -1.2189
H -0.368710 -0.153409 2.038687 0.0364 -0.1153 -1.5626
H 1.705115 -1.723131 1.476019 -1.4438 1.3613 -0.6108

6.
10
Properties=species:S:1:pos:R:3:forces:R:3 method="wB97M-V/def2-TZVPD" e_above_lowest_kcal_mol=0.0 orbital_gap_ev="5.98 / 8.35" energy_ha=-1417.7557 homo_ev="-12.597 / -15.054" multiplicity=7 total_charge=+1
O 1.037544 0.183870 0.924347 -0.5799 -0.1976 0.5428
C -0.065529 -0.238406 1.502946 1.5463 -0.2738 1.9331
Mn -1.289732 -1.822134 0.288247 0.0680 1.0530 -0.3922
O -0.170764 -0.775643 2.587684 -0.1719 0.4129 -1.3966
C 0.791531 0.443529 -0.496529 -0.1583 0.1456 0.3764
H 1.037441 1.504805 -0.631624 -0.1972 -0.2845 -0.1767
H 1.499173 -0.177547 -1.058813 -0.2314 0.1662 0.2131
C -0.654435 0.097746 -0.750249 -0.6620 -0.5543 -1.7032
H -1.383976 0.895003 -0.546114 0.2841 -0.3343 0.4810
H -0.801251 -0.111222 -1.819894 0.1024 -0.1334 0.1222

7.
18
Properties=species:S:1:pos:R:3:forces:R:3 method="wB97M-V/def2-TZVPD" e_above_lowest_kcal_mol=74.9 orbital_gap_ev=9.19 energy_ha=-649.3314 homo_ev=-13.307 multiplicity=1 total_charge=+1
C 0.770526 0.060604 -1.107400 3.4714 -2.3434 1.2096
C -0.049991 -1.140236 -1.400397 -0.4249 -2.5290 -1.1547
C -0.514655 -2.010176 -0.162514 2.8905 2.8602 2.4254
S -2.311896 -1.453084 0.259553 -0.3141 -1.5669 -2.5818
N 0.007890 0.907193 -0.252571 -0.2351 5.8258 0.4736
H 1.657580 -0.356341 -0.474459 -1.0811 1.2470 -1.2737
H 1.114354 0.646721 -1.978454 -0.1459 -0.4736 0.4338
H 0.562455 -1.882622 -2.074168 -1.3382 1.7424 0.8838
H -0.980645 -0.772110 -1.860441 0.3127 -0.6583 -0.5959
H 0.266648 -1.840342 0.723774 -1.7675 0.0878 -1.4508
H -0.208458 -3.030617 -0.373379 -1.7208 -0.5521 0.0440
H -2.775611 -0.734808 1.283557 1.4874 -0.0079 1.2410
H 0.544464 1.831203 0.084639 -1.2696 -2.6869 -0.8287
H -0.769059 1.285625 -0.823932 0.0974 -0.0681 0.3140
H -0.466936 0.539042 0.548150 -0.0503 -0.9927 0.8699
H 1.615066 2.357049 2.949864 -0.2784 -0.0793 0.8121
H 0.849592 2.961472 1.828009 -1.0117 -0.5103 3.5309
O 0.688675 2.631428 2.830167 1.3784 0.7051 -4.3525

8.
25
Properties=species:S:1:pos:R:3:forces:R:3 method="wB97M-V/def2-TZVPD" e_above_lowest_kcal_mol=154.0 orbital_gap_ev="7.72 / 7.54" energy_ha=-514.7307 homo_ev="-7.274 / -7.224" multiplicity=1 total_charge=0
C -1.780350 -1.126973 -0.041000 0.8213 0.3630 -2.1664
C 0.208505 0.990748 1.801036 -1.6694 -0.3019 -0.6572
C 1.331326 -0.094493 -1.343724 -0.9683 -1.7629 -1.5291
C -1.296988 -0.366860 -1.026561 -1.1553 -0.0344 1.3811
C 1.044101 0.516890 0.961989 1.5071 -1.6792 -2.1929
C -1.805558 -0.783568 1.399409 1.5697 0.2515 1.6786
C -1.246462 0.633840 1.940812 -1.2059 -1.7758 0.0275
C 1.668626 -1.709410 0.392079 0.3274 -0.2042 -0.1060
C 0.734981 2.021246 -2.454977 1.0028 1.6690 -0.8282
N -0.930852 0.633316 -1.678104 -1.0815 -1.5425 0.7336
N 1.230826 -0.364333 -0.018426 0.4556 1.0226 0.4577
N 0.366533 0.702733 -2.030926 1.3011 0.7800 0.7073
H -2.128741 -2.152593 -0.224854 0.0653 0.5093 -0.3270
H 0.588412 1.782695 2.367569 0.1512 1.1068 1.3536
H 1.428033 -1.044463 -1.886170 0.5500 0.2133 0.1630
H -2.891218 -0.993085 1.655815 1.4376 0.4884 0.6662
H -1.069014 -1.493474 1.907543 -1.4098 0.2318 -0.3217
H -1.318614 0.565680 3.045446 -0.8982 0.3590 -0.5558
H -1.904331 1.353840 1.466319 0.0319 0.7086 0.4859
H 0.959580 -2.459208 0.076572 -0.8551 0.1250 0.0261
H 2.569704 -2.053643 -0.155986 -0.0147 0.7913 0.8272
H 1.696392 -1.656808 1.480486 0.6157 -0.4628 -0.1896
H -0.257942 2.606814 -2.564619 1.9418 -0.8416 -0.4536
H 1.445468 1.927856 -3.396040 -1.7786 0.5412 1.5669
H 1.357582 2.563254 -1.673689 -0.7420 -0.5558 -0.7470